(1)
{
  "formula": "C3H2FOZn",
  "method": "ωB97M-V/def2-TZVPD",
  "species": ["C", "C", "O", "C", "F", "H", "H", "Zn"],
  "coordinates": [[0.5350, -0.3797, 0.5116], [-0.7201, 0.2418, 0.9633], [-1.1022, 0.5263, -0.3865], [-0.1981, -0.1339, -1.0564], [0.9510, -1.5986, 0.9316], [1.3716, 0.3369, 0.4713], [-0.6885, 1.1630, 1.5607], [-0.1486, -0.1558, -2.9956]],
  "forces_ev_per_angstrom": [[1.48, -1.36, -2.28], [-0.45, 1.16, -1.72], [-1.39, 1.08, 1.29], [1.51, -1.02, 2.07], [-0.52, 1.13, -0.41], [-0.08, -0.26, 0.23], [-0.54, -0.55, 0.15], [0.00, -0.17, 0.67]],
  "nbo_charge": [0.18, 0.08, -0.42, -0.29, -0.28, 0.22, 0.21, 1.31],
  "total_charge": 1,
  "orbital_gap_ev": [5.92, 4.84],
  "spin_multiplicity": 1,
  "lumo_energy_ev": [-7.692, -7.792],
  "de_lowest_kcal_mol": 79.2
}



(2)
{
  "formula": "C20H30N4O4S2",
  "method": "ωB97M-V/def2-TZVPD",
  "species": ["C", "H", "H", "H", "C", "C", "H", "H", "H", "O", "C", "C", "H", "H", "C", "N", "C", "O", "C", "C", "C", "C", "C", "C", "H", "H", "H", "H", "C", "N", "S", "O", "O", "C", "C", "C", "C", "C", "N", "S", "N", "C", "H", "H", "H", "H", "H", "H", "H", "H", "H", "H", "H", "H", "H", "H", "H", "H", "H", "H"],
  "coordinates": [[-1.8325, -2.0609, 1.6921], [-1.6707, -2.5500, 2.6486], [-1.8103, -2.8184, 0.9123], [-1.0199, -1.3584, 1.5208], [-3.1779, -1.3321, 1.7143], [-3.2686, -0.3787, 2.9021], [-3.2349, -0.9399, 3.8310], [-2.4408, 0.3248, 2.8866], [-4.2000, 0.1793, 2.8573], [-3.4064, -0.5549, 0.5452], [-3.7145, -1.2681, -0.6380], [-2.5436, -1.3480, -1.6248], [-2.7928, -2.0670, -2.4056], [-1.6503, -1.6963, -1.1072], [-2.2444, -0.0010, -2.2801], [-1.8569, 0.9791, -1.2918], [-0.7464, 1.7252, -1.3451], [0.0451, 1.6845, -2.2778], [-0.5910, 2.6552, -0.1390], [0.4653, 3.7442, -0.3858], [1.7662, 3.4699, 0.3699], [2.1505, 1.9997, 0.2038], [1.1085, 1.1031, 0.8956], [-0.2270, 1.8230, 1.0959], [-0.1723, 2.4889, 1.9585], [-1.0107, 1.0906, 1.2966], [0.9382, 0.2106, 0.2900], [1.4878, 0.7636, 1.8615], [3.5755, 1.7308, 0.7071], [4.2359, 0.6064, 0.0876], [4.0078, -0.9197, 0.6711], [5.1506, -1.6973, 0.2904], [3.6819, -0.8267, 2.0663], [2.6202, -1.6815, -0.1853], [2.0628, -2.7994, 0.3741], [1.0337, -3.5072, -0.2701], [0.5307, -3.0914, -1.4768], [1.0629, -1.9315, -2.0558], [0.6830, -1.3256, -3.1926], [1.5703, -0.0184, -3.4027], [2.5241, -0.1546, -2.1278], [2.1436, -1.2301, -1.4183], [-0.2546, -3.6281, -1.9854], [0.6375, -4.3939, 0.2007], [2.4368, -3.1249, 1.3315], [4.2220, 0.6149, -0.9221], [3.5814, 1.5226, 1.7785], [4.2018, 2.6099, 0.5215], [2.1396, 1.7907, -0.8707], [2.5522, 4.1088, -0.0361], [1.6616, 3.7115, 1.4289], [0.6812, 3.7714, -1.4558], [0.0717, 4.7196, -0.0962], [-1.5689, 3.1202, 0.0261], [-2.4406, 0.9962, -0.4659], [-1.4278, -0.1041, -2.9977], [-3.1361, 0.3571, -2.8096], [-4.0580, -2.2786, -0.3865], [-4.5481, -0.7344, -1.1118], [-3.9844, -2.0804, 1.7959]],
  "forces_ev_per_angstrom": [[-0.41, 0.14, -0.14], [0.04, -0.10, 0.11], [0.07, -0.09, -0.08], [0.12, 0.11, -0.04], [0.12, -0.09, 0.43], [-0.10, -0.22, -0.40], [0.03, -0.04, 0.13], [0.12, 0.09, 0.02], [-0.08, 0.05, 0.04], [0.04, 0.22, 0.08], [0.06, -0.29, -0.30], [-0.21, 0.39, 0.17], [-0.01, -0.08, -0.05], [0.00, -0.07, 0.01], [0.09, -0.24, -0.22], [-0.37, -0.23, 0.10], [-0.35, 0.43, 0.35], [-0.10, 0.29, -0.03], [0.06, 0.08, -0.01], [0.02, 0.06, 0.05], [0.01, -0.17, -0.22], [0.30, 0.23, 0.10], [-0.13, 0.04, -0.04], [-0.01, -0.10, -0.08], [-0.06, 0.00, 0.03], [-0.03, 0.02, 0.10], [-0.05, -0.04, 0.07], [-0.01, -0.06, 0.01], [-0.46, 0.42, 0.23], [-0.03, -1.17, 0.27], [0.61, 0.06, -0.12], [-0.19, 0.06, -0.28], [-0.25, 0.14, -0.13], [0.58, -0.01, 0.74], [0.38, 0.45, 0.10], [-0.34, -0.04, -0.47], [-0.06, -0.39, 0.30], [0.65, 0.77, 0.08], [-0.38, 0.02, -0.66], [0.51, -1.45, 0.68], [0.38, 0.48, -0.34], [-0.72, 0.06, -1.00], [-0.09, -0.07, -0.01], [-0.04, -0.08, 0.03], [-0.01, -0.12, 0.15], [0.08, -0.06, -0.20], [-0.01, 0.27, 0.01], [-0.01, -0.10, 0.05], [-0.02, 0.09, 0.14], [0.05, 0.04, 0.06], [0.04, 0.08, 0.10], [0.00, 0.07, 0.05], [-0.05, 0.00, -0.03], [0.06, -0.06, -0.04], [0.23, 0.16, 0.05], [-0.21, 0.07, 0.09], [0.07, -0.06, -0.04], [-0.03, 0.06, 0.02], [0.02, -0.13, 0.02], [0.08, 0.13, -0.05]],
  "nbo_charge": [-0.64, 0.22, 0.21, 0.21, 0.11, -0.62, 0.21, 0.21, 0.22, -0.57, -0.07, -0.43, 0.22, 0.21, -0.23, -0.62, 0.71, -0.70, -0.31, -0.41, -0.39, -0.26, -0.43, -0.38, 0.21, 0.21, 0.21, 0.23, -0.22, -0.85, 2.32, -0.93, -0.95, -0.31, -0.18, -0.20, -0.22, 0.15, -0.67, 1.14, -0.69, 0.06, 0.23, 0.22, 0.24, 0.42, 0.22, 0.20, 0.23, 0.21, 0.19, 0.23, 0.21, 0.22, 0.42, 0.24, 0.18, 0.18, 0.18, 0.16],
  "orbital_gap_ev": 8.44,
  "spin_multiplicity": 1,
  "lumo_energy_ev": -0.722,
  "de_lowest_kcal_mol": 0.0
}



(3)
{
  "formula": "C28H53BI2IrN3OP2",
  "method": "ωB97M-V/def2-TZVPD",
  "species": ["Ir", "C", "C", "C", "C", "P", "C", "N", "B", "N", "C", "P", "C", "C", "C", "C", "C", "C", "C", "C", "C", "C", "C", "C", "C", "C", "C", "C", "C", "C", "H", "H", "H", "H", "H", "H", "H", "H", "H", "H", "H", "H", "H", "H", "H", "H", "H", "H", "H", "H", "H", "H", "H", "H", "H", "H", "H", "H", "H", "H", "H", "H", "H", "H", "H", "H", "H", "H", "H", "H", "H", "H", "H", "H", "C", "N", "C", "C", "C", "O", "H", "H", "H", "H", "H", "H", "H", "H", "H", "I", "I"],
  "coordinates": [[0.7580, -0.1419, -0.0358], [1.7159, -3.6145, 2.1396], [0.7317, -4.0266, 1.0431], [1.4954, -4.5863, -0.1552], [-0.2076, -5.0896, 1.6277], [-0.2344, -2.4712, 0.5021], [-1.2823, -2.1613, 2.0228], [-0.8392, -0.8958, 2.5428], [0.0358, -0.0024, 1.8667], [0.1406, 1.1576, 2.6936], [0.7010, 2.3903, 2.2105], [0.3587, 2.3299, 0.3733], [1.6219, 3.5216, -0.4054], [1.8482, 4.7717, 0.4415], [1.2166, 3.8819, -1.8320], [2.9184, 2.7224, -0.4634], [-1.4269, 2.9991, 0.2768], [-2.3038, 2.2516, 1.2831], [-1.9860, 2.7225, -1.1173], [-1.4867, 4.4974, 0.5671], [-0.6029, 0.9579, 3.8254], [-0.8407, 1.7799, 4.9216], [-1.7049, 1.3273, 5.8958], [-2.3366, 0.0805, 5.7905], [-2.1052, -0.7544, 4.7147], [-1.2283, -0.3199, 3.7277], [-1.4488, -2.7676, -0.9248], [-0.6261, -2.9400, -2.2027], [-2.4031, -3.9422, -0.7402], [-2.2441, -1.4630, -1.0355], [2.0361, -4.5058, 2.6772], [1.2701, -2.9344, 2.8635], [2.6045, -3.1442, 1.7276], [2.2534, -5.2867, 0.1929], [2.0057, -3.7946, -0.7047], [0.8350, -5.1286, -0.8267], [0.3133, -6.0464, 1.6134], [-1.1278, -5.2103, 1.0678], [-0.4583, -4.8825, 2.6659], [-1.1344, -2.9561, 2.7585], [-2.3503, -2.1260, 1.7792], [1.7849, 2.4312, 2.3769], [0.2405, 3.2574, 2.6935], [0.9917, 5.4362, 0.4610], [2.6755, 5.3321, 0.0082], [2.1311, 4.5272, 1.4618], [0.3932, 4.5890, -1.8647], [0.9491, 2.9890, -2.3956], [2.0618, 4.3503, -2.3338], [3.2378, 2.3985, 0.5249], [3.7150, 3.3360, -0.8787], [2.8033, 1.8538, -1.1080], [-2.2158, 1.1729, 1.1558], [-3.3434, 2.5279, 1.1140], [-2.0661, 2.5076, 2.3112], [-2.0718, 1.6501, -1.2789], [-1.3749, 3.1616, -1.8990], [-2.9829, 3.1505, -1.2009], [-1.0071, 4.7608, 1.5063], [-2.5308, 4.7969, 0.6454], [-1.0467, 5.0812, -0.2363], [-0.3503, 2.7346, 5.0159], [-1.9001, 1.9368, 6.7624], [-3.0147, -0.2345, 6.5691], [-2.5883, -1.7154, 4.6520], [-0.1910, -3.9311, -2.2741], [0.1783, -2.2079, -2.2419], [-1.2669, -2.8035, -3.0725], [-1.8875, -4.8950, -0.8135], [-3.1436, -3.9230, -1.5383], [-2.9384, -3.8959, 0.2055], [-1.5525, -0.6150, -1.1279], [-2.8847, -1.2980, -0.1713], [-2.8803, -1.4879, -1.9197], [2.8690, -1.0555, -4.0049], [1.6075, -0.4644, -4.4119], [1.2542, -0.4505, -5.8166], [0.8242, 0.0716, -3.4833], [-0.4452, 0.7318, -3.9301], [1.1388, 0.0178, -2.2753], [3.4669, -1.2948, -4.8794], [2.6984, -1.9692, -3.4307], [3.4258, -0.3548, -3.3786], [1.9013, -1.1328, -6.3617], [1.3631, 0.5492, -6.2452], [0.2242, -0.7776, -5.9625], [-0.2429, 1.5374, -4.6330], [-0.9645, 1.1325, -3.0659], [-1.1009, 0.0215, -4.4299], [3.4517, -0.8045, 0.3276], [6.1176, 1.0642, -0.4923]],
  "forces_ev_per_angstrom": [[0.09, -0.10, 0.95], [0.13, 0.15, -0.14], [0.08, 0.37, -0.16], [-0.06, 0.10, -0.06], [-0.18, 0.14, -0.09], [-0.23, 0.45, -0.26], [-0.03, -0.20, -0.19], [-0.90, -0.21, 1.64], [1.22, -0.36, -2.42], [-0.49, 0.54, 1.89], [0.32, 0.28, -0.27], [-0.18, -0.11, 0.12], [-0.08, -0.37, 0.00], [-0.20, 0.00, 0.04], [-0.17, -0.05, 0.07], [-0.10, -0.01, -0.01], [0.26, -0.24, -0.14], [0.16, -0.01, -0.02], [0.15, -0.05, 0.04], [0.10, -0.06, -0.03], [0.86, 0.62, -0.90], [-0.23, 0.28, 0.64], [0.70, 0.86, -0.37], [-0.22, -1.03, -0.52], [-0.25, -0.08, 0.46], [-0.01, -0.87, -0.85], [0.20, 0.09, 0.23], [0.12, -0.06, 0.09], [0.11, 0.02, 0.02], [0.21, 0.03, 0.13], [-0.02, -0.10, 0.02], [-0.03, 0.07, 0.18], [-0.03, 0.09, 0.02], [0.02, -0.04, 0.08], [0.07, 0.00, -0.07], [-0.03, -0.03, -0.11], [0.08, -0.02, 0.00], [-0.08, -0.10, -0.03], [-0.03, 0.00, 0.06], [0.01, 0.07, -0.13], [0.12, -0.05, -0.06], [-0.17, -0.02, -0.02], [0.03, -0.09, -0.12], [-0.09, 0.04, 0.04], [0.09, -0.02, -0.07], [0.06, 0.02, 0.14], [-0.14, 0.04, -0.03], [-0.02, -0.06, -0.13], [0.11, 0.02, 0.02], [0.11, -0.11, 0.04], [0.02, 0.14, -0.01], [0.10, -0.11, -0.01], [-0.09, -0.14, 0.00], [-0.07, 0.03, -0.06], [-0.01, 0.07, 0.14], [-0.01, -0.13, -0.10], [0.05, 0.01, -0.13], [-0.11, 0.05, 0.05], [0.07, 0.08, 0.10], [-0.11, -0.03, -0.01], [0.07, 0.07, -0.01], [0.05, 0.14, 0.02], [0.00, 0.13, 0.10], [-0.04, -0.03, 0.05], [-0.07, -0.12, -0.04], [0.06, -0.09, -0.01], [0.08, 0.05, -0.13], [-0.11, 0.03, -0.06], [0.03, -0.09, 0.03], [-0.08, 0.05, -0.08], [-0.10, -0.04, 0.11], [-0.16, 0.06, -0.08], [-0.08, 0.09, 0.07], [-0.01, -0.04, -0.06], [0.41, -0.11, 0.37], [-0.06, 0.08, 0.34], [-0.27, 0.15, -0.50], [-0.21, -0.08, -0.36], [-0.11, 0.03, 0.14], [0.26, -0.06, 0.55], [-0.09, 0.04, -0.02], [0.04, 0.05, 0.00], [-0.03, -0.11, -0.01], [-0.01, 0.04, 0.08], [0.03, -0.07, -0.01], [0.08, -0.01, -0.03], [0.02, 0.05, -0.08], [0.05, 0.00, 0.01], [-0.04, -0.06, -0.06], [-1.20, 0.05, 0.11], [0.18, 0.07, -0.11]],
  "lowdin_charge": [0.75, -0.10, -0.66, -0.08, -0.07, 1.12, -0.22, 0.01, -0.76, 0.00, -0.22, 1.12, -0.66, -0.06, -0.07, -0.22, -0.65, -0.07, -0.08, -0.07, -0.12, 0.03, -0.01, 0.00, 0.04, -0.10, -0.67, -0.08, -0.07, -0.10, 0.10, 0.08, -0.01, 0.10, 0.06, 0.08, 0.11, 0.06, 0.08, 0.10, 0.11, 0.12, 0.11, 0.07, 0.11, 0.08, 0.08, 0.07, 0.11, 0.03, 0.08, 0.01, 0.07, 0.11, 0.08, 0.06, 0.07, 0.11, 0.08, 0.10, 0.08, 0.13, 0.13, 0.13, 0.13, 0.08, 0.05, 0.10, 0.08, 0.10, 0.08, 0.02, 0.08, 0.10, 0.00, -0.12, -0.02, -0.49, 0.03, -0.21, 0.10, 0.09, 0.09, 0.10, 0.11, 0.09, 0.10, 0.05, 0.10, 0.29, 0.09],
  "s2": 6.03,
  "total_charge": 2,
  "orbital_gap_ev": [7.84, 4.36],
  "spin_multiplicity": 5,
  "lumo_energy_ev": [-4.828, -8.684],
  "de_lowest_kcal_mol": 20.7
}